(1)
# C57H132N6O12

12 unconnected molecules or ions with the total composition C57H132N6O12 at a distorted geometry (ωB97M-V with the def2-TZVPD basis set, the OMol25 dataset).

Results
SMILES string = CC1(C)CCCC(C)(C)N1O.CC1(C)CCCC(C)(C)N1O.CC1(C)CCCC(C)(C)N1O.CC1(C)CCCC(C)(C)N1O.CC1(C)CCCC(C)(C)N1O.CC1(C)CCCC(C)(C)N1O.CC(C)O.O.O.O.O.O
HOMO = -7.729 eV
E_tot = -94750.6029 eV

Each line ends with the Mulliken charge.
Atoms and positions in Å:
C -0.448 4.512 8.461  -1.794
C 0.718 4.004 7.560  1.152
C 2.049 4.791 7.902  -1.673
C 0.994 2.512 7.931  -1.243
C 1.644 1.676 6.859  -0.764
C 0.803 1.859 5.609  -0.846
C 0.863 3.315 5.071  2.210
C 2.312 3.730 4.573  -1.431
C -0.067 3.216 3.821  -1.485
N 0.330 4.182 6.156  0.371
O 0.010 5.439 5.901  -0.447
H -0.146 4.404 9.503  0.383
H -0.779 5.543 8.336  0.298
H -1.261 3.835 8.198  0.455
H 2.969 4.376 7.489  0.327
H 2.008 5.807 7.510  0.385
H 2.113 4.901 8.985  0.469
H 1.566 2.417 8.854  0.458
H -0.019 2.157 8.118  0.416
H 2.655 2.033 6.664  0.391
H 1.614 0.618 7.120  0.338
H -0.241 1.609 5.797  0.621
H 1.107 1.097 4.891  -0.408
H 3.103 3.761 5.322  0.324
H 2.199 4.759 4.233  0.429
H 2.669 3.217 3.680  0.065
H 0.418 2.686 3.001  -0.238
H -0.234 4.215 3.418  0.327
H -1.035 2.753 4.010  0.499
H 0.837 5.917 5.993  0.374
C -4.393 2.449 -2.837  -1.838
C -5.298 1.395 -2.089  1.915
C -5.636 0.258 -3.148  -1.682
C -4.346 0.840 -1.014  0.483
C -5.171 -0.070 -0.021  -0.452
C -6.326 0.764 0.634  -1.478
C -7.305 1.361 -0.466  1.295
C -8.194 0.274 -1.120  -1.367
C -8.242 2.437 0.217  -1.717
N -6.406 2.050 -1.409  0.297
O -7.122 2.801 -2.298  -0.520
H -4.958 2.787 -3.705  0.492
H -4.335 3.340 -2.212  0.395
H -3.418 2.112 -3.189  0.196
H -4.687 -0.186 -3.448  0.293
H -6.149 -0.582 -2.680  0.246
H -6.103 0.750 -4.001  0.503
H -3.618 0.199 -1.510  -0.589
H -3.757 1.560 -0.445  -0.223
H -5.488 -0.988 -0.516  0.105
H -4.458 -0.424 0.723  0.435
H -5.921 1.598 1.207  0.313
H -6.813 0.208 1.435  0.472
H -8.443 0.481 -2.161  0.227
H -9.139 0.174 -0.588  0.408
H -7.671 -0.681 -1.075  0.288
H -8.887 2.888 -0.537  0.381
H -7.655 3.191 0.741  0.371
H -8.928 1.981 0.931  0.424
H -7.854 2.316 -2.688  0.362
C -1.353 -1.359 -2.819  -0.508
C -1.142 -2.802 -2.199  2.406
C 0.302 -2.867 -1.745  -1.901
C -1.994 -2.898 -0.931  -0.184
C -3.485 -3.149 -1.185  -0.237
C -3.583 -4.488 -1.927  -1.834
C -2.820 -4.480 -3.286  1.668
C -2.698 -6.004 -3.705  -1.964
C -3.662 -3.786 -4.367  -1.849
N -1.446 -3.961 -3.090  0.135
O -0.664 -4.065 -4.169  -0.399
H -1.237 -0.546 -2.103  -0.181
H -0.594 -1.143 -3.571  -0.349
H -2.272 -1.239 -3.392  0.230
H 1.035 -3.016 -2.538  0.128
H 0.667 -2.088 -1.076  0.078
H 0.480 -3.716 -1.085  0.604
H -1.615 -3.699 -0.297  0.368
H -2.004 -1.943 -0.406  -0.551
H -3.956 -3.275 -0.210  0.721
H -4.073 -2.369 -1.668  -0.501
H -4.643 -4.652 -2.122  0.589
H -3.282 -5.316 -1.286  0.366
H -3.598 -6.610 -3.602  0.352
H -1.899 -6.326 -3.038  0.492
H -2.188 -6.118 -4.662  0.320
H -3.252 -3.739 -5.376  0.367
H -3.713 -2.730 -4.103  0.451
H -4.687 -4.152 -4.304  0.469
H -1.117 -3.465 -4.766  0.279
C 3.769 1.545 -7.046  -2.210
C 3.687 0.297 -6.235  1.714
C 5.148 0.062 -5.731  -1.565
C 2.815 0.582 -4.988  -1.929
C 2.295 -0.632 -4.235  1.006
C 1.601 -1.461 -5.328  -1.548
C 2.440 -1.951 -6.533  2.690
C 3.346 -3.068 -6.076  -1.873
C 1.410 -2.389 -7.541  -2.016
N 3.142 -0.796 -7.054  0.450
O 3.980 -1.082 -8.085  -0.523
H 2.828 1.814 -7.525  0.416
H 4.086 2.424 -6.485  0.350
H 4.484 1.373 -7.850  0.540
H 5.228 -0.942 -5.313  0.275
H 5.856 0.166 -6.554  0.387
H 5.426 0.709 -4.900  0.317
H 3.106 1.330 -4.251  0.627
H 1.911 0.969 -5.460  0.373
H 3.132 -1.253 -3.916  -0.426
H 1.637 -0.369 -3.407  -0.083
H 0.760 -0.924 -5.768  0.589
H 1.003 -2.206 -4.803  0.079
H 4.028 -2.838 -5.257  0.238
H 4.049 -3.301 -6.875  0.458
H 2.736 -3.938 -5.833  0.425
H 0.849 -1.540 -7.934  0.470
H 0.600 -3.023 -7.180  0.171
H 1.914 -2.848 -8.392  0.433
H 3.544 -0.624 -8.807  0.382
C 2.927 0.164 -0.709  -0.250
C 3.782 0.051 0.546  2.735
C 3.073 0.737 1.695  -2.320
C 3.858 -1.462 0.905  -0.849
C 4.743 -2.335 0.001  -0.628
C 6.182 -1.729 -0.004  -1.339
C 6.232 -0.145 -0.278  1.703
C 7.530 0.436 0.166  -1.854
C 6.035 -0.063 -1.806  -1.596
N 5.169 0.517 0.494  0.201
O 5.255 1.910 0.530  -0.517
H 1.893 -0.162 -0.603  -0.813
H 2.834 1.218 -0.970  0.980
H 3.193 -0.387 -1.610  -0.674
H 3.529 0.582 2.673  0.698
H 3.042 1.819 1.561  0.555
H 2.047 0.401 1.845  -0.003
H 4.170 -1.654 1.932  0.628
H 2.837 -1.827 0.793  -0.646
H 4.785 -3.378 0.316  0.516
H 4.304 -2.398 -0.994  -0.018
H 6.567 -2.270 -0.868  0.474
H 6.736 -2.071 0.870  0.323
H 8.325 0.036 -0.463  0.417
H 7.775 0.042 1.153  0.431
H 7.552 1.525 0.206  0.352
H 5.670 0.872 -2.232  0.276
H 5.389 -0.779 -2.314  0.253
H 7.018 -0.193 -2.258  0.371
H 5.168 2.111 -0.404  0.424
C 2.157 -4.754 3.084  -1.947
C 1.299 -4.542 4.360  1.694
C 1.303 -5.756 5.327  -2.049
C 1.924 -3.384 5.217  -1.718
C 1.566 -2.009 4.615  0.868
C 0.010 -1.791 4.411  -1.031
C -0.594 -2.927 3.564  2.556
C -2.049 -3.036 3.818  -2.449
C -0.389 -2.586 2.072  -0.230
N -0.112 -4.257 3.973  0.200
O -0.763 -5.387 3.359  -0.501
H 1.832 -5.546 2.410  0.419
H 2.342 -3.878 2.462  0.477
H 3.162 -5.113 3.304  0.439
H 2.296 -5.943 5.733  0.401
H 0.706 -5.739 6.239  0.409
H 0.979 -6.633 4.767  0.406
H 1.461 -3.400 6.203  0.413
H 3.006 -3.519 5.234  0.502
H 1.960 -1.400 5.428  0.179
H 2.176 -1.783 3.741  -0.693
H -0.050 -0.818 3.923  0.088
H -0.587 -1.721 5.320  0.437
H -2.530 -3.791 3.196  0.395
H -2.623 -2.150 3.549  0.380
H -2.341 -3.267 4.842  0.503
H -0.821 -1.639 1.748  0.093
H -0.704 -3.384 1.400  -0.229
H 0.658 -2.468 1.792  -0.167
H -0.459 -5.385 2.448  0.343
C -0.911 1.074 0.714  0.253
C -0.407 2.311 -0.034  0.799
C -0.372 2.092 -1.556  -0.340
O -1.196 3.445 0.225  0.630
H -1.750 0.637 0.172  -0.556
H -1.169 1.308 1.747  0.423
H -0.132 0.312 0.730  -0.415
H 0.629 2.483 0.258  0.098
H -0.032 2.997 -2.060  0.634
H -1.396 1.872 -1.857  -0.372
H 0.222 1.197 -1.740  -0.297
H -0.788 4.186 -0.228  -0.238
O -0.267 6.120 2.093  -0.623
H 0.427 6.743 1.879  0.249
H -0.511 5.733 1.252  0.270
O -3.590 3.552 1.811  -0.617
H -3.504 4.233 2.478  0.296
H -2.692 3.370 1.536  0.097
O -1.180 5.061 -3.268  -0.579
H -2.031 5.360 -3.588  0.272
H -0.542 5.535 -3.802  0.303
O -0.479 5.936 -0.900  -0.619
H -0.500 5.715 -1.831  0.227
H -0.218 6.857 -0.878  0.234
O -2.933 6.208 0.085  -0.704
H -3.391 5.368 0.041  0.335
H -2.073 6.033 -0.297  0.441

Atoms 1-6, force components in eV/Å:
0.6 -0.6 -0.4
1.8 0.5 0.4
-0.9 0.3 -0.2
-0.9 0.5 0.1
-0.9 0.4 -0.4
0.7 0.1 0.2

(2)
# C57H36BrN6O2Pb

A molecular structure, C57H36BrN6O2Pb (ωB97M-V with the def2-TZVPD basis set, the OMol25 dataset).

Results
Net charge = +1
HOMO = -10.212 eV
E_tot = -148014.1100 eV

Each line ends with the Mulliken charge.
Atoms and positions in Å:
Pb 0.040 -0.061 -0.058  1.579
C 3.891 -6.748 -0.022  -0.441
C 2.710 -6.702 0.708  -0.819
C 1.958 -5.535 0.739  0.101
C 2.385 -4.409 0.041  -0.870
C 3.567 -4.458 -0.691  0.251
C 4.317 -5.627 -0.721  -0.869
C 1.579 -3.146 0.084  1.397
C 1.848 -2.275 1.154  0.131
C 2.775 -2.509 2.228  -1.510
C 2.741 -1.428 3.051  -1.553
C 1.796 -0.490 2.506  -0.044
N 1.281 -1.045 1.369  0.597
C 1.460 0.766 3.035  1.440
C 0.540 1.678 2.499  -0.416
C 0.186 2.952 3.061  -1.640
C -0.736 3.528 2.247  -1.456
C -0.988 2.628 1.157  -0.021
C -1.871 2.852 0.089  1.123
C -2.585 4.168 0.074  -0.406
C -2.048 5.246 -0.623  0.300
C -2.711 6.466 -0.637  -0.863
C -3.912 6.614 0.044  -0.400
C -4.451 5.540 0.740  -0.836
C -3.789 4.319 0.756  0.245
C -2.138 1.977 -0.973  0.160
N -1.608 0.725 -1.147  0.116
C -2.083 0.179 -2.316  0.340
C -1.749 -1.074 -2.852  0.975
C -2.379 -1.433 -4.163  -0.486
C -3.506 -2.250 -4.194  0.306
C -4.099 -2.573 -5.407  -0.884
C -3.567 -2.084 -6.593  -0.426
C -2.440 -1.274 -6.565  -0.884
C -1.847 -0.947 -5.354  0.289
C -0.853 -2.011 -2.309  -0.307
C -0.450 -3.255 -2.909  -1.503
C 0.472 -3.829 -2.092  -1.434
C 0.667 -2.954 -0.967  -0.272
N -0.186 -1.895 -1.123  0.991
C -2.991 1.134 -2.890  -1.543
C -3.026 2.222 -2.076  -1.500
N -0.205 1.518 1.354  0.567
C 2.145 1.166 4.305  -0.626
C 1.671 0.688 5.525  0.129
C 2.294 1.056 6.710  -0.861
C 3.396 1.902 6.680  -0.438
C 3.872 2.376 5.466  -0.868
C 3.248 2.011 4.280  0.413
H 4.479 -7.656 -0.044  0.390
H 2.373 -7.575 1.253  0.400
H 1.035 -5.493 1.308  0.519
H 3.900 -3.579 -1.233  0.594
H 5.238 -5.659 -1.291  0.413
H 3.380 -3.395 2.336  0.627
H 3.315 -1.269 3.950  0.642
H 0.606 3.350 3.971  0.651
H -1.212 4.489 2.364  0.603
H -1.108 5.127 -1.150  0.500
H -2.287 7.301 -1.180  0.415
H -4.427 7.566 0.033  0.404
H -5.388 5.651 1.272  0.399
H -4.206 3.477 1.296  0.478
H -3.918 -2.627 -3.265  0.460
H -4.978 -3.206 -5.425  0.396
H -4.032 -2.334 -7.538  0.396
H -2.020 -0.896 -7.489  0.408
H -0.965 -0.316 -5.327  0.518
H -0.822 -3.633 -3.849  0.647
H 0.993 -4.762 -2.244  0.651
H -3.540 0.983 -3.806  0.585
H -3.603 3.123 -2.210  0.580
H 0.813 0.025 5.542  0.489
H 1.919 0.682 7.655  0.410
H 3.883 2.189 7.604  0.401
H 4.733 3.032 5.440  0.411
H 3.619 2.379 3.330  0.535
N -3.369 -4.970 5.160  -0.421
C -3.020 -4.206 4.376  -0.248
C -2.578 -3.249 3.392  0.580
C -2.129 -1.994 3.784  -0.969
C -1.701 -1.117 2.807  -0.081
N -1.691 -1.421 1.505  0.408
C -2.151 -2.620 1.137  -0.355
C -2.602 -3.565 2.041  -0.958
H -2.113 -1.713 4.828  0.550
H -1.348 -0.127 3.077  0.567
H -2.155 -2.835 0.076  0.586
H -2.960 -4.525 1.699  0.560
Br 6.961 -0.019 -5.643  -0.179
C 5.598 0.320 -4.377  0.103
C 5.626 1.496 -3.645  -0.551
C 4.623 1.738 -2.720  -0.560
C 3.603 0.814 -2.533  0.063
C 3.590 -0.362 -3.277  -0.122
C 4.591 -0.616 -4.202  -0.788
C 2.547 1.108 -1.511  0.294
O 2.600 2.065 -0.766  -0.652
O 1.572 0.219 -1.485  0.152
H 6.423 2.210 -3.797  0.448
H 4.620 2.643 -2.128  0.489
H 2.790 -1.077 -3.128  0.436
H 4.589 -1.528 -4.783  0.454

Atoms 1-6, force components in eV/Å:
0.3 0.2 0.0
0.0 0.0 0.0
0.0 0.0 0.0
0.0 0.0 0.0
-0.1 0.0 0.0
0.0 0.0 0.0

Question: Look up the E_tot of the first one.
Answer: -94750.6029 eV

Question: Look up the E_tot of the first one.
Answer: -94750.6029 eV

Question: The lowest HOMO belongs to which entry?
Answer: C57H36BrN6O2Pb

Question: Among the records above, which one has the lowest HOMO?
Answer: C57H36BrN6O2Pb